Version w
Molecular formula: C2H9N3O
Method: DFT, ωB97M-V/def2-TZVPD

```
15
C2H9N3O (ωB97M-V/def2-TZVPD)
N 1.343 -0.585 1.064
C 1.983 -0.275 -0.018
N 1.797 0.877 -0.689
H -0.105 0.358 1.055
H 1.672 -1.492 1.389
H 2.733 -0.960 -0.406
H 2.126 0.930 -1.642
H 1.024 1.462 -0.406
N -1.732 -0.451 -0.853
C -1.885 0.355 0.336
O -0.739 1.021 0.669
H -0.837 -0.953 -0.849
H -2.507 -1.113 -1.001
H -2.674 1.096 0.156
H -2.200 -0.269 1.192
```

Calculated values
LUMO (spin up / spin down): -3.347 / -8.992 eV
orbital gap (spin up / spin down): 10.5 / 4.7 eV
multiplicity: 2
total charge: +1
highest occupied orbital energy (spin up / spin down): -13.9 / -13.7 eV


Version x
Molecular formula: C2H9N3O
Method: DFT, ωB97M-V/def2-TZVPD

```
15
C2H9N3O (ωB97M-V/def2-TZVPD)
N 0.722 -0.104 -1.571
C 1.244 -1.205 -1.083
N 0.899 -1.562 0.146
H -0.944 0.748 -0.787
H 0.936 -0.074 -2.569
H 2.129 -1.640 -1.530
H 0.937 -2.537 0.434
H 0.224 -0.927 0.652
N -0.716 0.026 1.466
C -0.737 1.422 0.987
O -1.253 1.506 -0.264
H -0.441 0.016 2.422
H -1.615 -0.448 1.430
H 0.282 1.831 1.018
H -1.301 1.968 1.757
```

Calculated values
LUMO (spin up / spin down): -4.385 / -8.499 eV
orbital gap (spin up / spin down): 9.6 / 5.4 eV
multiplicity: 2
total charge: +1
highest occupied orbital energy (spin up / spin down): -14.0 / -13.9 eV


In hartree, relative to the most stable structure: version w 0.0000; version x 0.0093.


Version w
Molecular formula: C4H6N4
Method: DFT, ωB97M-V/def2-TZVPD

```
14
C4H6N4 (ωB97M-V/def2-TZVPD)
C -0.401 0.695 -1.971
C 0.587 1.159 -1.149
C -0.495 -0.520 0.653
C 0.358 0.856 0.289
N -0.924 -0.491 -1.690
N 1.469 0.927 1.172
N -1.066 -1.098 -0.523
N -0.500 -1.072 1.797
H -0.435 0.872 -3.016
H -0.235 1.735 0.473
H 1.339 0.380 2.106
H -1.123 -2.187 -0.770
H 2.357 0.700 0.802
H -0.932 -1.956 1.825
```

Calculated values
LUMO (spin up / spin down): -0.852 / -0.853 eV
orbital gap (spin up / spin down): 7.5 / 7.5 eV
total charge: 0
highest occupied orbital energy (spin up / spin down): -8.3 / -8.3 eV


Version x
Molecular formula: C4H6N4
Method: DFT, ωB97M-V/def2-TZVPD

```
14
C4H6N4 (ωB97M-V/def2-TZVPD)
C -1.275 0.103 1.179
C -0.479 -0.758 0.543
N -0.716 -1.837 -0.304
N -0.044 -1.867 -1.317
C 0.645 -0.573 -1.384
C 0.833 -0.126 0.068
N 0.520 1.320 0.291
N -0.679 1.359 1.196
H -2.229 -0.112 1.599
H 1.564 -0.867 -1.866
H 0.147 0.195 -1.906
H 1.830 -0.499 0.437
H 0.257 1.877 -0.556
H -0.374 1.785 2.021
```

Calculated values
LUMO: 0.499 eV
orbital gap: 9.1 eV
total charge: 0
highest occupied orbital energy: -8.6 eV


Version y
Molecular formula: C4H6N4
Method: DFT, ωB97M-V/def2-TZVPD

```
14
C4H6N4 (ωB97M-V/def2-TZVPD)
C -2.000 0.458 0.288
C 0.992 -1.572 -0.109
C 1.728 -0.183 0.240
C 0.486 0.737 -0.168
H -3.161 -1.418 -0.623
H -1.979 1.514 0.857
H 1.608 -2.524 -0.371
H 2.645 0.476 -0.406
H 2.132 0.051 1.220
H 1.135 2.480 -0.116
N -3.149 -0.244 -0.095
N -0.582 -0.159 -0.172
N -0.234 -1.569 -0.152
N 0.379 1.953 -0.392
```

Calculated values
LUMO: 0.757 eV
orbital gap: 9.6 eV
total charge: 0
highest occupied orbital energy: -8.9 eV


In hartree, relative to the most stable structure: version w 0.0582; version x 0.0000; version y 0.0741.


Version w
Molecular formula: C4H6N4
Method: DFT, ωB97M-V/def2-TZVPD

```
14
C4H6N4 (ωB97M-V/def2-TZVPD)
H 3.294 -0.006 -1.380
N 3.082 -0.848 -0.719
C 1.840 -0.682 -0.209
C 1.159 -1.647 0.716
N -0.010 -1.098 1.008
C -0.166 0.040 0.222
C -1.584 0.519 0.296
N -2.000 1.344 -0.768
N 0.843 0.439 -0.580
H 1.592 -2.128 1.506
H -1.872 0.922 1.292
H -2.098 -0.553 0.422
H -1.135 1.718 -1.150
H -2.943 1.982 -0.657
```

Calculated values
LUMO: -1.486 eV
orbital gap: 7.6 eV
total charge: 0
highest occupied orbital energy: -9.1 eV


Version x
Molecular formula: C4H6N4
Method: DFT, ωB97M-V/def2-TZVPD

```
14
C4H6N4 (ωB97M-V/def2-TZVPD)
C -1.021 1.346 0.209
C -0.990 0.422 1.272
N -0.648 -0.879 1.362
N -0.351 -1.481 -0.008
C 1.076 -1.437 -0.754
N 1.784 -0.445 -1.215
N 1.326 0.707 -0.459
C 0.062 1.282 -0.746
H -1.680 2.387 0.282
H -1.335 0.624 2.375
H -0.223 -2.409 0.285
H 0.968 -2.350 -1.492
H 1.292 0.219 0.498
H -0.258 2.013 -1.608
```

Calculated values
LUMO: -0.214 eV
orbital gap: 8.7 eV
total charge: 0
highest occupied orbital energy: -8.9 eV


In hartree, relative to the most stable structure: version w 0.0000; version x 0.1225.


Version w
Molecular formula: C4H6N4
Method: DFT, ωB97M-V/def2-TZVPD

```
14
C4H6N4 (ωB97M-V/def2-TZVPD)
C 0.494 -0.792 -1.631
N 1.314 -1.623 -0.866
N 1.204 -1.153 0.564
C 0.007 -0.257 0.637
C -0.774 0.585 1.559
N -1.496 1.356 0.931
N -0.880 1.464 -0.438
C 0.252 0.576 -0.668
H 0.346 -1.009 -2.778
H 1.016 -2.066 1.200
H -0.876 -0.958 0.242
H -0.681 0.365 2.753
H -1.815 1.509 -1.134
H 1.142 1.186 -0.999
```

Calculated values
LUMO: 0.568 eV
orbital gap: 9.6 eV
total charge: 0
highest occupied orbital energy: -9.0 eV


Version x
Molecular formula: C4H6N4
Method: DFT, ωB97M-V/def2-TZVPD

```
14
C4H6N4 (ωB97M-V/def2-TZVPD)
H -3.752 -1.216 -0.227
N -2.685 -1.398 -0.060
C -1.991 -0.401 -0.511
N -0.628 -0.777 -0.249
C 0.413 0.119 -0.135
N 0.384 1.424 -0.196
C 1.764 1.778 0.092
N 2.445 0.749 0.026
C 1.688 -0.317 0.313
H -2.426 0.594 -0.682
H -0.768 -1.682 -0.097
H 1.991 2.936 0.262
H 1.991 -1.332 -0.079
H 1.575 -0.477 1.541
```

Calculated values
LUMO: 0.283 eV
orbital gap: 9.1 eV
total charge: 0
highest occupied orbital energy: -8.8 eV


Version y
Molecular formula: C4H6N4
Method: DFT, ωB97M-V/def2-TZVPD

```
14
C4H6N4 (ωB97M-V/def2-TZVPD)
H 2.200 0.426 -1.226
N 2.526 -0.329 -0.413
C 1.545 -0.817 0.328
N 0.118 -0.346 0.127
C -0.807 -1.359 -0.088
N -2.052 -0.845 -0.128
C -1.754 0.662 -0.080
C -0.317 0.922 0.043
N 0.501 1.987 0.133
H 1.447 1.545 0.601
H 1.859 -1.516 1.352
H -0.566 -2.357 0.083
H -2.375 0.887 0.822
H -2.209 1.303 -0.893
```

Calculated values
LUMO: 0.261 eV
orbital gap: 9.2 eV
total charge: 0
highest occupied orbital energy: -8.9 eV


Version z
Molecular formula: C4H6N4
Method: DFT, ωB97M-V/def2-TZVPD

```
14
C4H6N4 (ωB97M-V/def2-TZVPD)
H -2.763 0.845 0.476
N -3.240 -0.059 0.117
N -2.339 -0.945 -0.211
C -1.074 -0.320 -0.048
C -0.778 1.018 -0.103
N 0.544 1.078 0.016
C 1.134 -0.178 0.103
N 2.584 -0.312 -0.075
C 0.175 -1.029 0.081
H -1.330 1.989 -0.127
H 1.019 1.900 -0.432
H 2.820 -1.241 -0.626
H 2.977 -0.663 0.837
H 0.271 -2.083 -0.008
```

Calculated values
LUMO: 0.359 eV
orbital gap: 9.0 eV
total charge: 0
highest occupied orbital energy: -8.7 eV


In hartree, relative to the most stable structure: version w 0.1380; version x 0.0120; version y 0.0246; version z 0.0000.


Version w
Molecular formula: C4H6N4
Method: DFT, ωB97M-V/def2-TZVPD

```
14
C4H6N4 (ωB97M-V/def2-TZVPD)
N 1.367 -1.322 -0.101
C 0.094 -0.746 0.131
C -1.091 -1.356 0.145
N -2.231 -0.708 -0.035
N -2.339 0.592 -0.093
C -1.208 1.316 0.011
C 0.030 0.680 -0.050
N 1.395 1.339 0.017
H 1.950 -0.725 -0.771
H 1.499 -2.349 -0.224
H -1.196 -2.522 0.183
H -1.400 2.430 -0.107
H 1.784 0.868 0.976
H 1.346 2.501 -0.082
```

Calculated values
LUMO: 0.515 eV
orbital gap: 9.1 eV
total charge: 0
highest occupied orbital energy: -8.6 eV


Version x
Molecular formula: C4H6N4
Method: DFT, ωB97M-V/def2-TZVPD

```
14
C4H6N4 (ωB97M-V/def2-TZVPD)
C 0.036 1.864 -0.563
C 1.153 1.028 -0.813
N 1.330 -0.462 -1.025
N 0.766 -1.516 -0.193
C -0.298 -1.559 0.653
C -1.358 -0.599 1.016
N -0.615 0.639 1.272
N -0.884 1.166 0.160
H 0.103 2.870 -0.898
H 1.918 1.522 -1.323
H 2.081 -0.804 -1.773
H -0.272 -2.545 0.863
H -1.714 -1.087 1.994
H -2.249 -0.517 0.631
```

Calculated values
LUMO: 0.340 eV
orbital gap: 8.3 eV
total charge: 0
highest occupied orbital energy: -8.0 eV


In hartree, relative to the most stable structure: version w 0.0000; version x 0.1793.


Version w
Molecular formula: C4H10NO3P
Method: DFT, ωB97M-V/def2-TZVPD

```
19
C4H10NO3P (ωB97M-V/def2-TZVPD)
C -1.106 1.908 -1.609
O -0.608 1.853 -0.242
P -0.075 0.614 0.468
N 0.113 0.794 2.092
O 1.311 0.167 -0.235
C 2.485 -0.402 0.295
C -1.266 -0.713 0.178
C -0.685 -2.100 0.195
O -2.424 -0.445 0.156
H -1.104 2.893 -1.975
H -2.103 1.522 -1.587
H -0.507 1.198 -2.304
H -0.679 1.402 2.474
H 3.370 0.195 0.005
H 2.481 -1.501 0.011
H 2.544 -0.310 1.422
H -0.986 -2.526 1.094
H -1.198 -2.556 -0.648
H 0.436 -1.993 0.210
```

Calculated values
LUMO: 0.678 eV
orbital gap: 9.3 eV
total charge: 0
highest occupied orbital energy: -8.6 eV


Version x
Molecular formula: C4H10NO3P
Method: DFT, ωB97M-V/def2-TZVPD

```
19
C4H10NO3P (ωB97M-V/def2-TZVPD)
C -1.791 -1.862 -0.466
O -0.373 -1.885 -0.288
P 0.472 -0.596 0.153
O 2.019 -0.701 0.166
O -0.130 -0.264 1.621
C 0.609 0.477 2.549
N -0.130 0.665 -0.780
C 0.404 0.861 -2.118
C 0.826 1.721 -1.052
H -2.261 -1.014 -1.033
H -2.209 -1.712 0.479
H -2.151 -2.723 -0.869
H 1.570 0.192 2.468
H 0.139 0.160 3.644
H 0.288 1.454 2.398
H -0.268 1.120 -2.792
H 0.943 0.014 -2.502
H 1.715 1.457 -0.651
H 0.329 2.637 -0.926
```

Calculated values
LUMO: 0.958 eV
orbital gap: 10.8 eV
total charge: 0
highest occupied orbital energy: -9.9 eV


In hartree, relative to the most stable structure: version w 0.0101; version x 0.0000.


Version w
Molecular formula: C4H8N2
Method: DFT, ωB97M-V/def2-TZVPD

```
14
C4H8N2 (ωB97M-V/def2-TZVPD)
C 2.038 0.190 0.224
C 0.532 0.230 0.421
N -0.129 -0.509 -0.640
C -1.512 -0.156 -0.804
C -2.312 0.044 0.469
N -2.890 0.166 1.467
H 2.315 0.662 -0.724
H 2.386 -0.847 0.204
H 2.551 0.707 1.039
H 0.245 -0.153 1.412
H 0.184 1.276 0.394
H 0.095 -1.487 -0.697
H -2.091 -0.880 -1.393
H -1.410 0.758 -1.373
```

Calculated values
LUMO: 0.898 eV
orbital gap: 10.3 eV
total charge: 0
highest occupied orbital energy: -9.4 eV


Version x
Molecular formula: C4H8N2
Method: DFT, ωB97M-V/def2-TZVPD

```
14
C4H8N2 (ωB97M-V/def2-TZVPD)
C 0.250 0.445 -1.353
C -0.688 0.932 0.718
C -0.164 -0.321 1.412
C 0.988 -0.677 -0.666
H -0.164 -0.024 -2.338
H 0.856 1.411 -1.633
H -1.498 -0.284 -0.488
H 0.019 1.733 0.929
H -1.705 1.354 1.210
H -0.336 -0.687 2.341
H 1.211 -1.753 0.752
H 1.297 -1.591 -1.180
N -0.958 0.559 -0.612
N 0.673 -0.906 0.574
```

Calculated values
LUMO: 0.926 eV
orbital gap: 7.5 eV
total charge: 0
highest occupied orbital energy: -6.6 eV


Version y
Molecular formula: C4H8N2
Method: DFT, ωB97M-V/def2-TZVPD

```
14
C4H8N2 (ωB97M-V/def2-TZVPD)
C -0.442 1.696 0.177
N -0.430 0.201 -0.374
C -1.100 -0.867 0.405
C 0.894 -0.195 -0.875
C 1.838 -0.406 0.235
N 2.578 -0.612 1.097
H -1.174 1.627 0.994
H -0.981 0.573 -1.141
H 0.545 1.830 0.634
H -0.596 -0.968 1.371
H -1.084 -1.827 -0.125
H -2.134 -0.563 0.572
H 1.248 0.627 -1.503
H 0.839 -1.116 -1.469
```

Calculated values
LUMO: 0.396 eV
orbital gap: 7.6 eV
total charge: 0
highest occupied orbital energy: -7.2 eV


In hartree, relative to the most stable structure: version w 0.0000; version x 0.1121; version y 0.1142.


Version w
Molecular formula: C4H8N2
Method: DFT, ωB97M-V/def2-TZVPD

```
14
C4H8N2 (ωB97M-V/def2-TZVPD)
C -1.809 0.236 0.091
C -0.580 -0.621 -0.193
C 0.740 -0.034 0.332
N 1.852 -0.896 -0.045
C 0.881 1.374 -0.128
N 0.958 2.460 -0.523
H -1.712 1.233 -0.351
H -1.975 0.361 1.168
H -2.704 -0.230 -0.332
H -0.672 -1.609 0.271
H -0.473 -0.786 -1.272
H 0.692 -0.006 1.427
H 2.147 -0.718 -1.001
H 2.655 -0.765 0.558
```

Calculated values
LUMO: 0.889 eV
orbital gap: 11.2 eV
total charge: 0
highest occupied orbital energy: -10.3 eV


Version x
Molecular formula: C4H8N2
Method: DFT, ωB97M-V/def2-TZVPD

```
14
C4H8N2 (ωB97M-V/def2-TZVPD)
C 0.829 -1.605 0.445
C 0.293 -0.472 -0.562
N -0.949 0.295 0.055
C -0.793 1.741 0.301
C -2.153 -0.342 -0.037
N -3.196 -0.849 -0.112
H 0.020 -2.218 0.760
H 1.304 -2.169 -0.290
H 1.498 -1.309 1.146
H 1.055 0.226 -0.779
H -0.127 -0.930 -1.475
H -0.482 1.677 1.387
H 0.106 2.145 -0.224
H -1.684 2.445 0.157
```

Calculated values
LUMO: 0.786 eV
orbital gap: 9.7 eV
total charge: 0
highest occupied orbital energy: -8.9 eV


Version y
Molecular formula: C4H8N2
Method: DFT, ωB97M-V/def2-TZVPD

```
14
C4H8N2 (ωB97M-V/def2-TZVPD)
C -1.939 -0.035 -0.155
N -1.438 -1.173 0.614
C -0.591 0.003 0.456
C 0.642 -0.170 -0.366
C 1.694 0.871 -0.375
N 1.888 -0.373 0.368
H -2.707 0.601 0.281
H -2.051 -0.227 -1.223
H -1.851 -1.191 1.542
H -0.457 0.657 1.322
H 0.491 -0.750 -1.277
H 1.569 1.752 0.252
H 2.259 1.040 -1.288
H 2.490 -1.005 -0.152
```

Calculated values
LUMO: 1.176 eV
orbital gap: 10.7 eV
total charge: 0
highest occupied orbital energy: -9.5 eV


In hartree, relative to the most stable structure: version w 0.0000; version x 0.0614; version y 0.0715.